[1]
Computed, not measured: a 8-piece molecular cluster, C19H51N3O8S5 overall, with ωB97M-V/def2-TZVPD.

Computed properties:
**Charge**: 0
**LUMO**: 0.3730 eV
**Energy relative to the best compared isomer or geometry (same formula, charge and spin)**: 0.0 kJ/mol
**E_HOMO**: -0.3020 Ha

Atoms and positions in Å:
S  12.3793  15.4569  10.1958
S  10.3234  16.3878  14.4012
S  7.4497  14.6427  7.8660
S  12.4904  10.5794  7.9100
S  6.7098  12.0189  13.2792
O  10.8399  12.2017  15.8211
O  8.3319  10.0337  10.1226
O  6.9575  12.1818  11.8429
O  11.8487  9.6333  12.4621
O  9.7637  15.6080  13.2871
O  7.6822  16.1192  7.9101
O  13.0548  16.0563  11.4152
O  12.8119  12.0801  7.7059
N  8.0491  8.1802  11.4771
N  11.4137  11.8045  12.0756
N  12.2056  10.6053  16.6556
C  12.3785  9.9152  15.3741
C  5.4864  13.3000  13.7384
C  10.4514  12.8234  11.7822
C  12.0068  16.8704  9.1381
C  12.7555  12.2629  12.3534
C  10.8402  10.6093  8.6023
C  11.0881  10.5568  12.2206
C  12.6655  9.8848  17.8392
C  13.7891  14.7314  9.2455
C  8.0675  12.6870  14.3239
C  7.2520  7.6008  12.5097
C  7.6516  9.3428  10.8392
C  7.8918  13.8752  9.4373
C  8.7617  13.9363  6.7702
C  9.3719  7.7371  11.2321
C  11.3526  11.5999  16.7543
C  11.8906  15.5518  14.7690
C  11.0205  17.8830  13.6055
C  13.3612  9.8356  9.3667
H  10.7123  13.2434  10.8334
H  8.8148  11.8913  14.2835
H  9.7499  14.0860  7.1505
H  10.1628  11.1269  7.9453
H  13.6182  9.3820  17.5763
H  12.6470  13.3201  12.7591
H  8.5243  12.8893  6.7132
H  4.6014  13.1029  13.0587
H  14.3845  9.7285  8.9995
H  13.4462  14.2602  8.3222
H  10.5234  13.6230  12.5166
H  10.0517  7.9057  12.1110
H  9.4111  12.4446  11.7688
H  11.9202  9.1837  18.1192
H  11.1249  11.8362  17.8479
H  11.6076  18.3649  14.4038
H  12.3806  16.1883  15.5205
H  12.0067  8.8925  15.4352
H  7.6073  7.9003  13.5184
H  11.5873  16.4727  8.1809
H  12.8834  10.5799  18.6687
H  11.6174  14.5298  15.1094
H  11.8421  10.4441  14.6066
H  10.2991  18.5189  13.1366
H  12.8980  17.4959  8.9776
H  7.8726  12.6855  15.3924
H  9.6930  8.3597  10.4193
H  11.2105  17.4309  9.6508
H  12.8236  8.8655  9.5495
H  12.5522  15.4652  13.8829
H  11.6286  17.4168  12.8313
H  14.2190  13.9985  9.9354
H  13.1584  11.5250  13.1219
H  10.6038  9.5781  8.8826
H  7.0631  14.0344  10.0953
H  6.2179  7.9905  12.4929
H  9.9757  10.3886  12.1927
H  8.8177  14.3662  9.7978
H  9.3730  6.6548  10.9270
H  8.4031  13.6274  13.8937
H  5.2902  13.1487  14.8412
H  13.4428  12.1397  11.5267
H  10.9350  11.3143  9.4087
H  8.5688  14.3499  5.7721
H  13.2679  10.4532  10.3001
H  14.4862  15.5533  8.9667
H  5.9820  14.2359  13.4718
H  6.6410  9.6845  11.0511
H  7.0568  6.5263  12.3772
H  8.1005  12.7940  9.2919
H  13.4076  9.9372  15.0490

---

[2]
Computed, not measured: C4H4N2O2S in the gas phase, with ωB97M-V/def2-TZVPD.

Computed properties:
**Charge**: 0
**LUMO (spin up / spin down)**: -1.5469 / -1.6682 eV
**Energy relative to the best compared isomer or geometry (same formula, charge and spin)**: 345.1 kJ/mol
**E_HOMO (spin up / spin down)**: -0.3124 / -0.3134 Ha
**SMILES string**: O=S(=O)=Cc1ncc[nH]1

Atoms and positions in Å:
S  3.8256  0.0317  0.1916
O  4.0035  -1.3907  0.0519
O  4.9073  0.8802  -0.1485
N  -0.2399  0.5115  0.0467
N  0.9505  -1.3538  -0.2131
C  -0.3399  -1.6922  -0.0911
C  1.0549  -0.0438  -0.1048
C  2.2993  0.6497  -0.3108
C  -1.1026  -0.5704  0.1179
H  -0.8244  -2.6072  -0.0982
H  2.1355  1.6430  -0.1924
H  -0.4346  1.5083  -0.1277
H  -2.1061  -0.2801  0.1367

---

[3]
Computed, not measured: C15H19ClN2O10RhS3Si as an isolated structure, with ωB97M-V/def2-TZVPD.

Computed properties:
**Charge**: -1
**LUMO**: 2.0905 eV
**Energy relative to the best compared isomer or geometry (same formula, charge and spin)**: 25.3 kJ/mol
**E_HOMO**: -0.2292 Ha

Atoms and positions in Å:
Rh  0.2196  -0.3376  -1.3970
Cl  2.3988  0.9391  -3.2905
S  0.7730  -2.5549  -1.1997
S  -2.5273  -1.3240  -2.9116
S  -1.8316  1.1748  -0.5681
Si  3.1999  1.2477  2.1775
O  -1.1613  -0.7566  -2.9664
O  1.9946  2.0335  -2.4730
O  3.8025  0.6891  -3.2021
O  -2.7328  -2.2684  -1.8347
O  1.7307  -0.3266  -2.7760
O  -0.7758  1.6096  -1.5096
O  -1.4205  -0.2074  -0.1373
O  1.9858  1.1052  -4.6446
O  -2.9718  -1.7530  -4.2119
O  -2.1086  2.0537  0.5255
N  -0.1866  -2.8507  1.3726
N  1.9244  -2.4679  1.2725
C  -3.3485  1.0246  -1.4950
C  -5.7433  1.0950  -2.8952
C  -3.5921  0.0708  -2.4904
C  1.4364  0.1264  0.0237
C  -1.5720  -3.1137  1.0004
C  -4.7936  0.1261  -3.1830
C  0.8297  -2.6588  0.5195
C  -4.3058  1.9885  -1.2034
C  0.2803  -2.7723  2.6686
C  -5.5037  2.0249  -1.8996
C  4.6205  2.1213  1.3342
C  3.8918  0.0182  3.4282
C  1.6041  -2.5102  2.6071
C  2.1986  0.3873  0.9376
C  2.1291  2.4798  3.0945
H  -4.9618  -0.6075  -3.9586
H  2.7035  3.0341  3.8415
H  3.0869  -0.4544  3.9974
H  5.2937  1.4008  0.8653
H  1.6951  3.1928  2.3912
H  -2.2153  -2.4312  1.5503
H  -6.2394  2.7834  -1.6651
H  2.7589  -2.0711  0.8680
H  -1.7001  -2.9382  -0.0653
H  -0.3743  -2.8898  3.5127
H  1.3035  1.9734  3.5986
H  -4.0909  2.7077  -0.4267
H  4.2370  2.7659  0.5410
H  5.1969  2.7301  2.0355
H  -1.8174  -4.1478  1.2408
H  -6.6711  1.1187  -3.4530
H  4.5544  0.5172  4.1406
H  2.3259  -2.3326  3.3826
H  4.4701  -0.7646  2.9307

---

[4]
Computed, not measured: C36H55BiClN5O6Te as an isolated structure, with ωB97M-V/def2-TZVPD.

Computed properties:
**Charge**: 0
**LUMO**: 0.3605 eV
**E_HOMO**: -0.2833 Ha

Atoms and positions in Å:
Bi  -1.3360  -0.3955  1.7613
Te  -3.3661  -1.6648  3.3574
Cl  4.4706  -6.3670  -3.9507
O  4.2146  -0.3899  -3.1730
O  -2.2560  2.7217  2.8210
O  -0.2676  -2.3475  -0.4122
O  -1.0324  1.3826  4.8008
O  0.2742  2.3077  1.9042
O  -0.7907  -3.4745  1.4469
N  -2.9446  0.9694  5.9556
N  3.7722  -0.4397  -0.3516
N  2.0144  -0.4093  1.0485
N  1.1654  3.4723  3.6174
N  2.8790  0.4977  -0.7350
C  -4.4987  -3.5409  1.2159
C  -4.3936  1.0384  6.0422
C  3.5853  -4.8981  -3.6418
C  -2.2440  1.5030  4.9297
C  5.0093  2.2497  -3.9719
C  2.4793  -2.9412  -4.4506
C  3.2935  -4.5377  -2.3390
C  1.8383  -0.0218  -3.5989
C  1.8464  0.5039  0.1139
C  -6.2280  -3.0466  -0.3834
C  -1.2443  3.6493  3.1632
C  -1.8281  0.4887  -1.2225
C  2.5909  -3.3641  -2.1051
C  -5.3058  -3.9320  0.1558
C  -5.5387  -1.3777  1.2057
C  1.0323  4.3991  4.7263
C  -2.5775  0.2719  -2.5362
C  1.3920  -1.2889  -2.8605
C  -6.3427  -1.7677  0.1442
C  2.4723  2.8696  3.4146
C  3.6634  1.6101  -4.3447
C  -2.2908  0.0375  6.8585
C  2.6392  2.7275  -4.5729
C  -4.6080  -2.2599  1.7484
C  3.1142  1.3501  -1.8866
C  -2.6537  -0.0391  -0.0456
C  0.1314  3.0722  2.8469
C  -0.7003  -2.3497  0.7165
C  -3.0443  2.3218  3.9111
C  -0.3622  -4.6802  0.7938
C  2.1812  -2.5439  -3.1504
C  3.2069  -0.9588  0.7212
C  3.1794  -4.1093  -4.7052
C  3.2025  0.6015  -3.2309
C  -1.4896  1.9662  -1.0371
C  3.8661  0.8530  -5.6669
H  1.0125  1.1802  0.0150
H  -6.8548  -3.3511  -1.2116
H  0.7264  -4.7228  0.7584
H  1.3530  -1.1457  -1.7838
H  2.0157  4.8063  4.9535
H  -0.8981  -0.0886  -1.2865
H  3.0065  3.3954  -5.3549
H  -4.7616  2.0153  5.7359
H  2.4817  3.3362  -3.6799
H  2.3424  -3.0810  -1.0894
H  3.6700  -1.7589  1.2754
H  -0.7499  -4.7249  -0.2218
H  -3.1188  -0.9973  -0.2745
H  4.9174  2.9790  -3.1654
H  -3.8525  1.7118  3.5049
H  -5.6325  -0.3796  1.6152
H  3.6128  -5.1686  -1.5204
H  1.0620  0.7369  -3.4594
H  4.4429  -0.0576  -5.5095
H  -2.7338  -0.9564  6.7554
H  -4.8687  0.2661  5.4306
H  -4.6822  0.8914  7.0819
H  2.2857  2.0564  -1.9087
H  -0.7496  -5.4978  1.3946
H  -3.7694  -4.2297  1.6239
H  0.3880  5.2399  4.4743
H  0.3514  -1.4713  -3.1487
H  1.8464  -0.2451  -4.6652
H  -2.0058  0.6578  -3.3846
H  5.4049  2.7863  -4.8357
H  2.9213  0.5922  -6.1443
H  1.6746  2.3399  -4.9022
H  -0.8249  2.3206  -1.8306
H  4.0355  1.8969  -1.7019
H  2.3695  2.0174  2.7494
H  -3.5417  0.7878  -2.5183
H  0.6483  3.9054  5.6238
H  5.7330  1.4900  -3.6788
H  -2.4066  0.3684  7.8922
H  -7.0583  -1.0701  -0.2724
H  2.8663  2.5262  4.3724
H  -2.7654  -0.7898  -2.7059
H  4.4110  1.4891  -6.3665
H  -1.3818  4.5550  2.5610
H  3.1732  3.5878  2.9820
H  -2.4017  2.5688  -1.0801
H  -3.4916  3.1902  4.4134
H  -5.2101  -4.9310  -0.2505
H  -1.3215  3.9227  4.2140
H  -1.2358  -0.0130  6.6087
H  3.4121  -4.4093  -5.7178
H  2.1693  -2.3275  -5.2882
H  -1.0156  2.1646  -0.0728
H  4.2712  -0.7522  -2.2754
H  -3.4431  0.6684  0.2216

---

[5]
Computed, not measured: a 5-piece molecular cluster, H10O4S2 overall, with ωB97M-V/def2-TZVPD.

Computed properties:
**Charge**: 0
**LUMO**: 0.2115 eV
**Energy relative to the best compared isomer or geometry (same formula, charge and spin)**: 111.9 kJ/mol
**E_HOMO**: -0.3557 Ha
**SMILES string**: SS.O.O.O.O

Atoms and positions in Å:
S  4.1975  -1.2504  0.2721
S  3.4959  -0.0724  -1.1885
O  -0.0735  3.1557  4.0927
O  -5.3964  -1.6286  -0.5280
O  -7.7805  -0.0360  -3.6330
O  -0.1349  0.7656  1.5819
H  0.6404  0.9306  2.1360
H  4.4961  -2.4351  -0.3171
H  -4.6452  -2.2374  -0.4302
H  -4.9711  -0.7606  -0.5060
H  4.5919  0.4725  -1.6714
H  -0.1203  2.5095  4.7835
H  -7.7599  0.9035  -3.8348
H  -7.2581  -0.4548  -2.9392
H  -0.8307  0.4956  2.1843
H  -0.6809  2.7598  3.4820

---

[6]
Computed, not measured: C18H17MnN6O3S4 as an isolated structure, with ωB97M-V/def2-TZVPD.

Computed properties:
**Charge**: +1
**LUMO (spin up / spin down)**: -5.4291 / -5.4668 eV
**E_HOMO (spin up / spin down)**: -0.3690 / -0.3689 Ha
**Multiplicity**: 6

Atoms and positions in Å:
Mn  -0.5639  0.4434  -0.9400
S  4.0571  1.2626  -1.4154
S  -2.9660  2.3805  -1.1512
S  -5.9264  1.9086  -0.7118
S  1.6208  0.9023  -3.2326
O  -2.5655  1.3327  -4.0167
O  -0.3976  0.9198  1.1047
O  3.6274  1.1082  2.5922
N  -4.1009  -0.0071  -0.5964
N  -2.7876  -0.4947  -0.6391
N  -1.9570  1.3171  -2.9423
N  1.4221  0.9976  -0.6171
N  1.8512  1.0790  0.6436
N  -0.3670  -1.7676  -0.7910
C  0.7696  -2.4213  -0.9481
C  -6.2524  1.4708  -2.4532
C  1.2012  1.0838  2.9665
C  2.2877  1.1220  -1.6329
C  0.8489  1.0205  1.4967
C  3.2338  1.0994  -4.0508
C  0.1876  0.8947  3.8798
C  1.7714  0.7734  5.6998
C  -2.6940  -1.7677  -0.3238
C  2.5444  1.0453  3.4071
C  -1.2341  -3.5850  0.4302
C  2.8055  0.9711  4.8090
C  0.4542  0.7336  5.2456
C  -1.4231  -2.3587  -0.1881
C  1.0384  -3.6939  -0.4578
C  -0.0197  -4.2855  0.2276
C  -4.2487  1.2892  -0.7404
C  4.4000  0.7810  -3.1017
H  -5.4625  1.9055  -3.0900
H  3.8516  0.9652  5.1366
H  3.2487  1.0925  1.6620
H  -0.3365  0.5690  5.9569
H  0.0867  -5.2866  0.6180
H  4.6393  -0.2709  -3.0604
H  -3.6130  -2.3123  -0.0844
H  5.3053  1.3166  -3.3644
H  3.2793  2.1265  -4.3965
H  -6.2150  0.3902  -2.5832
H  1.9808  -4.1737  -0.5832
H  -0.8703  0.8887  3.5717
H  1.5076  -1.8829  -1.5066
H  -1.9859  -3.9778  1.1048
H  3.1985  0.4452  -4.9209
H  1.9364  0.7533  6.7655
H  -7.1686  1.8966  -2.7786

---

Calculated total energy, -3511.4696; -812.8975; -3499.5712; -3072.8230; -1103.2877; -3993.7802 a.u. (same order as the records).